Here is 2 unconnected molecules or ions with the total composition C4H12 in a non-equilibrium geometry from the Open Molecules 2025 dataset. Energies are from wB97M-V/def2-TZVPD.

```
! RIJCOSX wB97M-V def2-TZVPD def2/J DEFGRID3
* xyz -1 2
C 1.660 -0.028 0.230
C 2.792 -0.799 -0.454
H 0.716 -0.479 -0.070
H 1.679 0.046 1.315
H 1.594 0.990 -0.174
H 2.591 -1.871 -0.522
H 3.034 -0.441 -1.452
H 3.704 -0.692 0.142
C -1.998 0.023 -0.512
C -2.456 0.796 0.734
H -1.122 0.473 -0.977
H -1.717 -0.981 -0.191
H -2.797 -0.099 -1.243
H -1.655 0.870 1.467
H -2.773 1.788 0.426
H -3.310 0.300 1.194
*
```

As for the gap between HOMO and LUMO (spin up / spin down): 2.76 / 12.38 eV. For the LUMO energy (spin up / spin down), the calculation gives 4.33 / 4.53 eV. The value obtained for the calculated total energy is -4340.8459 eV. As for the energy above the lowest of the compared OMol25 structures with the same formula, charge and spin: 18.4 kJ/mol.

---

Here is 2 unconnected molecules or ions with the total composition C4H12 in a non-equilibrium geometry from the Open Molecules 2025 dataset. Energies are from wB97M-V/def2-TZVPD.

```
! RIJCOSX wB97M-V def2-TZVPD def2/J DEFGRID3
* xyz 0 1
C -1.584 0.016 -1.577
C -2.607 -0.480 -0.575
H -1.945 -0.326 -2.555
H -1.582 1.101 -1.673
H -0.627 -0.430 -1.321
H -2.460 -0.050 0.426
H -3.640 -0.238 -0.796
H -2.572 -1.564 -0.434
C 2.635 0.647 1.452
C 1.612 -0.167 0.706
H 2.542 0.586 2.534
H 3.661 0.389 1.165
H 2.586 1.713 1.227
H 1.753 0.022 -0.360
H 0.573 0.038 0.985
H 1.655 -1.257 0.796
*
```

As for the gap between HOMO and LUMO: 12.72 eV. For the LUMO energy, the calculation gives 1.13 eV. The value obtained for the calculated total energy is -4342.3240 eV. As for the energy above the lowest of the compared OMol25 structures with the same formula, charge and spin: 19.7 kJ/mol.

---

Here is 2 unconnected molecules or ions with the total composition C4H12 in a non-equilibrium geometry from the Open Molecules 2025 dataset. Energies are from wB97M-V/def2-TZVPD.

```
! RIJCOSX wB97M-V def2-TZVPD def2/J DEFGRID3
* xyz 0 1
C -0.696 2.163 -0.955
C -1.848 1.942 0.024
H -0.399 3.208 -1.003
H 0.170 1.548 -0.748
H -1.072 1.926 -1.955
H -2.112 0.887 0.039
H -2.752 2.493 -0.241
H -1.550 2.206 1.039
C 1.712 -1.978 1.093
C 0.847 -2.112 -0.150
H 2.769 -2.194 0.921
H 1.757 -0.996 1.578
H 1.359 -2.657 1.866
H 0.225 -1.237 -0.331
H 0.166 -2.966 -0.113
H 1.424 -2.232 -1.064
*
```

As for the gap between HOMO and LUMO: 12.84 eV. For the LUMO energy, the calculation gives 1.10 eV. The value obtained for the calculated total energy is -4342.3450 eV. As for the energy above the lowest of the compared OMol25 structures with the same formula, charge and spin: 17.7 kJ/mol.

---

Here is 2 unconnected molecules or ions with the total composition C4H12 from the Open Molecules 2025 dataset. Energies are from wB97M-V/def2-TZVPD.

```
! RIJCOSX wB97M-V def2-TZVPD def2/J DEFGRID3
* xyz 0 1
C -1.327 0.574 1.357
C -0.598 0.557 2.688
H -0.821 1.236 0.650
H -1.374 -0.397 0.843
H -2.361 0.905 1.507
H -1.037 -0.115 3.423
H -0.651 1.552 3.134
H 0.445 0.247 2.592
C 0.625 -0.439 -2.701
C 1.335 -0.655 -1.341
H -0.391 -0.054 -2.587
H 1.169 0.302 -3.277
H 0.578 -1.349 -3.298
H 2.248 -0.072 -1.322
H 0.704 -0.347 -0.507
H 1.583 -1.707 -1.180
*
```

As for the gap between HOMO and LUMO: 12.99 eV. For the LUMO energy, the calculation gives 1.15 eV. The value obtained for the calculated total energy is -4342.3797 eV. As for the energy above the lowest of the compared OMol25 structures with the same formula, charge and spin: 14.3 kJ/mol.

---

Here is 2 unconnected molecules or ions with the total composition C4H12 in a non-equilibrium geometry from the Open Molecules 2025 dataset. Energies are from wB97M-V/def2-TZVPD.

```
! RIJCOSX wB97M-V def2-TZVPD def2/J DEFGRID3
* xyz 0 1
C -0.616 -1.182 -1.479
C -0.345 -2.630 -1.066
H 0.189 -0.776 -2.097
H -1.491 -1.145 -2.138
H -0.782 -0.510 -0.643
H 0.372 -2.616 -0.251
H -1.242 -3.092 -0.802
H 0.170 -3.210 -1.834
C 1.153 2.216 1.377
C -0.212 1.601 1.199
H 1.368 3.024 0.672
H 1.354 2.658 2.352
H 2.007 1.549 1.232
H -0.335 0.638 1.706
H -0.406 1.335 0.161
H -0.983 2.263 1.582
*
```

As for the gap between HOMO and LUMO: 12.80 eV. For the LUMO energy, the calculation gives 1.13 eV. The value obtained for the calculated total energy is -4342.2934 eV. As for the energy above the lowest of the compared OMol25 structures with the same formula, charge and spin: 22.7 kJ/mol.

---

Here is 2 unconnected molecules or ions with the total composition C4H12 from the Open Molecules 2025 dataset. Energies are from wB97M-V/def2-TZVPD.

```
! RIJCOSX wB97M-V def2-TZVPD def2/J DEFGRID3
* xyz 0 1
C 1.074 3.092 -1.150
C 1.113 1.567 -1.061
H 1.653 3.629 -0.380
H 0.030 3.446 -1.116
H 1.496 3.334 -2.140
H 2.129 1.153 -1.175
H 0.477 1.166 -1.869
H 0.704 1.234 -0.093
C -1.743 -2.616 0.900
C -0.430 -2.022 1.333
H -2.362 -1.968 0.256
H -2.322 -2.871 1.803
H -1.519 -3.546 0.351
H 0.076 -2.681 2.058
H -0.614 -1.046 1.813
H 0.239 -1.869 0.470
*
```

As for the gap between HOMO and LUMO: 12.87 eV. For the LUMO energy, the calculation gives 1.10 eV. The value obtained for the calculated total energy is -4342.4021 eV. As for the energy above the lowest of the compared OMol25 structures with the same formula, charge and spin: 12.2 kJ/mol.

---

Here is 2 unconnected molecules or ions with the total composition C4H12 in a non-equilibrium geometry from the Open Molecules 2025 dataset. Energies are from wB97M-V/def2-TZVPD.

```
! RIJCOSX wB97M-V def2-TZVPD def2/J DEFGRID3
* xyz 0 1
C 1.549 1.504 0.628
C 0.142 1.981 1.016
H 1.486 0.495 0.224
H 2.074 2.056 -0.158
H 2.184 1.395 1.504
H 0.122 2.500 1.971
H -0.426 1.064 1.231
H -0.407 2.438 0.200
C -1.528 -1.741 -0.517
C -0.153 -1.588 -1.173
H -1.742 -0.990 0.246
H -2.331 -1.661 -1.250
H -1.683 -2.735 -0.102
H 0.549 -2.296 -0.713
H 0.300 -0.654 -0.859
H -0.137 -1.766 -2.247
*
```

As for the gap between HOMO and LUMO: 12.59 eV. For the LUMO energy, the calculation gives 1.18 eV. The value obtained for the calculated total energy is -4342.1216 eV. As for the energy above the lowest of the compared OMol25 structures with the same formula, charge and spin: 39.2 kJ/mol.

---

Here is 2 unconnected molecules or ions with the total composition C4H12 in a non-equilibrium geometry from the Open Molecules 2025 dataset. Energies are from wB97M-V/def2-TZVPD.

```
! RIJCOSX wB97M-V def2-TZVPD def2/J DEFGRID3
* xyz 0 1
C 1.072 -0.101 -2.266
C 1.928 -0.896 -1.152
H 0.348 0.534 -1.859
H 1.746 0.490 -2.896
H 0.608 -0.645 -3.063
H 2.431 -1.994 -1.340
H 1.322 -1.208 -0.322
H 2.730 -0.198 -0.859
C -1.348 0.942 2.249
C -1.683 -0.073 1.197
H -1.746 1.995 2.085
H -1.826 1.000 3.181
H -0.348 1.042 2.472
H -2.755 -0.001 1.004
H -1.360 -1.105 1.361
H -1.120 0.217 0.207
*
```

As for the gap between HOMO and LUMO: 12.17 eV. For the LUMO energy, the calculation gives 1.11 eV. The value obtained for the calculated total energy is -4341.1133 eV. As for the energy above the lowest of the compared OMol25 structures with the same formula, charge and spin: 136.5 kJ/mol.

---

Here is 2 unconnected molecules or ions with the total composition C4H12 in a non-equilibrium geometry from the Open Molecules 2025 dataset. Energies are from wB97M-V/def2-TZVPD.

```
! RIJCOSX wB97M-V def2-TZVPD def2/J DEFGRID3
* xyz 0 1
C 0.675 0.456 -2.053
C 1.488 -0.840 -1.937
H 1.239 1.200 -2.605
H -0.251 0.308 -2.610
H 0.409 0.833 -1.070
H 1.987 -0.858 -0.970
H 0.863 -1.717 -2.105
H 2.254 -0.884 -2.712
C -0.628 -0.081 1.444
C -1.543 0.466 2.537
H 0.230 0.549 1.301
H -0.340 -1.064 1.697
H -1.150 -0.305 0.516
H -0.951 1.001 3.284
H -2.066 -0.336 3.035
H -2.219 1.273 2.247
*
```

As for the gap between HOMO and LUMO: 12.76 eV. For the LUMO energy, the calculation gives 1.19 eV. The value obtained for the calculated total energy is -4342.2090 eV. As for the energy above the lowest of the compared OMol25 structures with the same formula, charge and spin: 30.8 kJ/mol.

---

Here is 2 unconnected molecules or ions with the total composition C4H12 in a non-equilibrium geometry from the Open Molecules 2025 dataset. Energies are from wB97M-V/def2-TZVPD.

```
! RIJCOSX wB97M-V def2-TZVPD def2/J DEFGRID3
* xyz 0 1
C 2.453 0.507 -1.295
C 1.854 -0.792 -0.728
H 1.732 1.315 -1.120
H 3.344 0.787 -0.735
H 2.537 0.462 -2.380
H 2.526 -1.642 -0.897
H 0.951 -1.031 -1.289
H 1.695 -0.729 0.341
C -2.779 -0.178 0.694
C -1.551 0.442 1.358
H -2.594 -0.551 -0.317
H -3.062 -1.104 1.201
H -3.676 0.447 0.708
H -0.630 -0.090 1.119
H -1.756 0.543 2.421
H -1.505 1.498 1.070
*
```

As for the gap between HOMO and LUMO: 12.65 eV. For the LUMO energy, the calculation gives 1.13 eV. The value obtained for the calculated total energy is -4342.2892 eV. As for the energy above the lowest of the compared OMol25 structures with the same formula, charge and spin: 23.1 kJ/mol.

---

Here is 2 unconnected molecules or ions with the total composition C4H12 in a non-equilibrium geometry from the Open Molecules 2025 dataset. Energies are from wB97M-V/def2-TZVPD.

```
! RIJCOSX wB97M-V def2-TZVPD def2/J DEFGRID3
* xyz 0 1
C -0.875 -1.386 -1.303
C 0.204 -1.990 -2.186
H -1.602 -0.950 -1.913
H -0.410 -0.622 -0.667
H -1.293 -2.171 -0.675
H 0.716 -1.172 -2.775
H -0.319 -2.629 -2.900
H 0.992 -2.597 -1.644
C 0.039 1.268 1.183
C 0.602 2.114 2.327
H 0.792 1.082 0.406
H -0.800 1.806 0.708
H -0.305 0.282 1.590
H 1.484 1.647 2.802
H 0.920 3.106 1.896
H -0.145 2.212 3.153
*
```

As for the gap between HOMO and LUMO: 12.71 eV. For the LUMO energy, the calculation gives 1.08 eV. The value obtained for the calculated total energy is -4342.2621 eV. As for the energy above the lowest of the compared OMol25 structures with the same formula, charge and spin: 25.7 kJ/mol.

---

Here is 2 unconnected molecules or ions with the total composition C4H12 in a non-equilibrium geometry from the Open Molecules 2025 dataset. Energies are from wB97M-V/def2-TZVPD.

```
! RIJCOSX wB97M-V def2-TZVPD def2/J DEFGRID3
* xyz 0 1
C -0.462 0.162 2.587
C -0.697 -1.133 1.810
H -1.344 0.768 2.400
H -0.361 0.148 3.672
H 0.322 0.787 2.143
H -1.665 -1.551 2.110
H -0.662 -0.946 0.738
H 0.027 -1.915 2.068
C 0.231 0.106 -2.731
C 0.999 0.874 -1.677
H -0.586 -0.437 -2.224
H -0.317 0.623 -3.524
H 0.812 -0.691 -3.204
H 1.758 1.537 -2.074
H 1.575 0.177 -1.065
H 0.372 1.489 -1.029
*
```

As for the gap between HOMO and LUMO: 12.72 eV. For the LUMO energy, the calculation gives 1.11 eV. The value obtained for the calculated total energy is -4342.2695 eV. As for the energy above the lowest of the compared OMol25 structures with the same formula, charge and spin: 25.0 kJ/mol.

---

Here is 2 unconnected molecules or ions with the total composition C4H12 in a non-equilibrium geometry from the Open Molecules 2025 dataset. Energies are from wB97M-V/def2-TZVPD.

```
! RIJCOSX wB97M-V def2-TZVPD def2/J DEFGRID3
* xyz 0 1
C -1.323 1.784 -1.461
C -2.078 0.492 -0.907
H -1.648 2.687 -0.809
H -0.319 1.866 -1.441
H -1.468 1.787 -2.588
H -2.515 -0.022 -1.686
H -2.887 0.891 -0.394
H -1.578 -0.130 -0.118
C 2.302 -1.154 0.616
C 1.205 -1.157 1.768
H 3.275 -0.651 0.969
H 2.345 -2.060 0.024
H 1.870 -0.563 -0.222
H 0.190 -1.549 1.481
H 1.181 -0.331 2.264
H 1.450 -1.890 2.505
*
```

As for the gap between HOMO and LUMO: 12.49 eV. For the LUMO energy, the calculation gives 1.11 eV. The value obtained for the calculated total energy is -4340.7773 eV. As for the energy above the lowest of the compared OMol25 structures with the same formula, charge and spin: 168.9 kJ/mol.

---

Here is 2 unconnected molecules or ions with the total composition C4H12 in a non-equilibrium geometry from the Open Molecules 2025 dataset. Energies are from wB97M-V/def2-TZVPD.

```
! RIJCOSX wB97M-V def2-TZVPD def2/J DEFGRID3
* xyz 0 1
C 0.993 -0.135 -1.608
C 2.362 -0.667 -1.122
H 1.318 0.616 -2.409
H 0.209 -0.762 -1.977
H 0.586 0.487 -0.833
H 3.030 -0.128 -0.474
H 2.425 -1.627 -0.639
H 2.988 -0.813 -2.125
C -1.838 0.999 0.950
C -1.623 -0.257 1.767
H -2.327 0.791 0.002
H -2.508 1.584 1.631
H -0.932 1.530 0.675
H -1.856 -0.281 2.876
H -0.627 -0.225 1.945
H -2.200 -1.113 1.342
*
```

As for the gap between HOMO and LUMO: 11.87 eV. For the LUMO energy, the calculation gives 1.10 eV. The value obtained for the calculated total energy is -4340.9596 eV. As for the energy above the lowest of the compared OMol25 structures with the same formula, charge and spin: 151.4 kJ/mol.

---

Here is 2 unconnected molecules or ions with the total composition C4H12 in a non-equilibrium geometry from the Open Molecules 2025 dataset. Energies are from wB97M-V/def2-TZVPD.

```
! RIJCOSX wB97M-V def2-TZVPD def2/J DEFGRID3
* xyz 0 1
C -0.237 1.695 1.848
C -1.446 1.261 0.997
H -0.327 1.412 2.895
H 0.678 1.245 1.459
H -0.055 2.769 1.804
H -1.906 2.171 0.596
H -1.188 0.682 0.122
H -2.216 0.810 1.610
C 0.467 -1.478 -0.741
C 1.201 -1.539 -2.076
H 0.472 -2.421 -0.202
H 0.857 -0.703 -0.083
H -0.566 -1.209 -0.965
H 1.518 -0.553 -2.409
H 0.601 -2.058 -2.819
H 2.148 -2.084 -2.036
*
```

As for the gap between HOMO and LUMO: 12.78 eV. For the LUMO energy, the calculation gives 1.19 eV. The value obtained for the calculated total energy is -4342.2738 eV. As for the energy above the lowest of the compared OMol25 structures with the same formula, charge and spin: 24.6 kJ/mol.